No. 1
DFT (ωB97M-V/def2-TZVPD) results for C11H28Cu2O11PbS3 as an isolated structure in a non-equilibrium geometry.

XYZ file:
```
56
Properties=species:S:1:pos:R:3:forces:R:3
Pb -14.69760 23.73494 13.78949 -1.3 -0.6 0.7
Cu -21.98476 24.15306 15.36933 -0.1 -0.7 -0.3
Cu -18.63680 24.58861 14.67673 0.6 -0.9 0.0
O -17.28211 22.97170 13.96254 0.2 1.3 0.5
C -18.12139 21.89329 13.73777 0.0 -0.6 -0.1
C -19.36800 21.72594 14.76913 -0.8 1.4 0.3
O -20.30028 22.81209 14.95098 1.7 -0.6 -0.6
H -17.59880 20.94361 13.85228 0.1 -0.2 0.4
H -18.47377 21.81838 12.70903 -0.6 0.5 -0.1
H -18.85755 21.67451 15.73084 0.5 0.5 0.5
H -19.89762 20.77356 14.79326 -0.1 -0.1 -0.9
O -25.65863 21.38953 14.66945 2.2 -0.5 1.1
S -24.28692 21.19441 15.05673 -1.4 1.9 -2.8
O -23.51520 22.24186 15.70844 -0.3 -0.7 0.3
O -24.40954 19.83091 16.11484 1.9 0.5 1.8
C -23.36711 19.76124 17.11691 0.0 1.0 -0.3
C -22.88541 18.37369 17.08867 -0.8 -3.1 -0.3
C -23.26638 20.58869 13.73615 -0.3 -0.7 -1.2
H -23.69096 19.97789 18.13489 -1.2 -0.1 0.2
H -22.50635 20.42644 17.04828 -0.5 0.8 -1.2
H -21.81704 18.37489 17.30470 0.1 0.1 0.2
H -23.04817 17.90820 16.11659 0.4 0.1 -0.2
H -23.46112 17.72274 17.74665 0.4 0.0 0.3
H -22.50111 21.30201 13.43017 0.0 0.1 0.7
H -23.87952 20.44884 12.84586 -0.8 0.5 0.0
H -22.89470 19.56402 13.74043 0.3 -0.1 1.1
O -17.76097 24.10287 16.68092 0.4 0.1 -0.5
S -16.49478 23.62273 17.20898 1.2 -1.2 4.8
O -15.22617 23.65206 16.50676 -0.4 1.2 -1.6
O -16.20585 24.32138 18.67729 0.2 0.0 -4.3
C -17.23851 24.05976 19.62642 -0.4 0.9 2.1
C -17.66238 25.33817 20.41217 -0.9 0.2 -1.3
C -16.60113 21.86347 17.70338 -0.7 0.9 -1.1
H -16.68825 23.43584 20.33072 -0.8 -0.6 0.1
H -18.08056 23.61656 19.09480 0.0 -0.3 0.5
H -18.59852 25.79441 20.09031 -0.3 -0.4 -0.8
H -16.98431 26.15360 20.16038 0.5 -0.2 0.9
H -17.93218 25.17007 21.45479 1.1 -0.1 0.2
H -16.28942 21.37594 16.77967 -0.2 -0.4 0.1
H -17.64665 21.66191 17.93656 0.3 -0.3 0.1
H -15.91417 21.61148 18.51127 0.0 0.4 0.0
O -18.95378 21.37704 20.41720 -2.0 -0.7 -0.6
S -20.07518 20.99958 19.56116 2.5 1.1 -2.1
O -19.88547 19.95933 18.59010 -0.7 0.8 0.9
O -21.30836 20.61126 20.50472 0.0 0.5 1.4
C -21.85132 21.67289 21.34562 -0.1 -0.1 -0.3
C -23.25513 21.92671 20.71214 -0.4 0.1 0.3
C -20.73183 22.47889 18.72074 0.4 0.0 0.8
H -21.22851 22.56726 21.36367 0.1 -0.2 -0.1
H -21.88086 21.20482 22.32956 -0.5 -0.1 0.3
H -23.20334 22.39871 19.73100 0.3 -0.6 -0.2
H -23.73441 22.72648 21.27672 0.0 -0.2 0.8
H -23.82870 21.00128 20.76394 -0.2 0.3 -0.1
H -20.96889 23.25669 19.44664 0.1 -0.1 0.1
H -21.62357 22.26961 18.12988 0.3 -0.3 -0.1
H -19.89398 22.87233 18.14514 0.0 -0.3 -0.3
```
Forces are in eV/Å.

- Multiplicity: 4
- HOMO (spin up / spin down): -0.8608 / -0.8603 Ha
- Orbital gap (spin up / spin down): 7.424 / 3.759 eV
- LUMO energy (spin up / spin down): -16.00 / -19.65 eV
- Maximum force: 5.08 eV Å⁻¹
- Total charge: +5
- ⟨S²⟩: 3.770

---

No. 2
DFT (ωB97M-V/def2-TZVPD) results for C11H28MgN2O3SSbSe4 as an isolated structure in a non-equilibrium geometry.

XYZ file:
```
51
Properties=species:S:1:pos:R:3:forces:R:3
Mg 0.15967 -0.28563 0.58639 0.6 -2.1 1.1
N -0.46182 -0.68447 2.64766 1.5 -0.7 -0.3
C 0.67658 -0.71803 3.60801 -0.6 -1.9 -0.2
C 1.42741 0.57042 3.64567 0.3 1.0 -0.5
C 2.59284 0.71026 2.61992 -0.5 1.5 0.8
N 2.25348 0.52982 1.19420 -0.9 0.2 -0.3
H -1.10082 0.00360 2.96170 -1.1 0.5 0.4
H -0.91165 -1.64069 2.60846 -0.1 0.5 0.1
H 1.30972 -1.55136 3.24834 0.0 0.4 0.1
H 0.36952 -1.05545 4.63039 -0.1 0.5 -0.7
H 1.77925 0.69696 4.66967 0.6 0.1 -0.1
H 0.76211 1.43560 3.50195 -0.2 -0.2 0.0
H 3.32924 -0.03860 2.91271 0.3 0.3 -0.2
H 2.96352 1.77525 2.67820 0.2 -1.2 0.6
H 2.92690 -0.15712 0.83822 -0.6 0.5 -0.6
H 2.18379 1.43427 0.67059 0.8 -1.3 0.6
C -0.41102 3.19148 1.23873 -0.7 -0.6 -0.8
O -0.66381 1.80717 0.83424 -0.8 0.7 -0.7
C -1.78837 1.70071 -0.11452 -0.4 0.6 1.0
C -2.75573 0.63829 0.33041 2.5 -2.2 0.1
O -2.11507 -0.68309 0.17063 -0.4 1.9 -0.1
C -2.94108 -1.69608 -0.42371 0.0 -1.2 -0.2
H -0.49129 3.23176 2.32485 0.1 0.1 0.0
H -1.24452 3.79862 0.77647 1.3 -0.2 0.6
H 0.59704 3.51367 0.89878 -0.7 -0.1 0.2
H -1.39068 1.52391 -1.09894 0.0 0.0 -0.4
H -2.35656 2.63330 -0.04552 0.2 0.0 -0.4
H -3.68274 0.65064 -0.15660 -1.2 0.2 -1.1
H -2.93679 0.77677 1.36571 -0.3 0.1 1.2
H -3.64743 -2.13621 0.30665 0.4 0.4 -0.1
H -2.25354 -2.53653 -0.70390 -0.6 0.7 0.0
H -3.52963 -1.31252 -1.29437 0.7 0.0 0.4
Se -0.83022 -5.37448 -0.91779 0.2 0.2 0.2
Sb 0.04405 -4.55875 1.27578 0.4 -1.4 -1.0
Se 1.72769 -2.80932 0.53282 -0.3 1.4 0.0
Se 1.29728 -6.17495 2.66745 -0.2 0.5 -0.2
Se -1.99017 -3.75988 2.30067 -0.4 0.9 0.8
O 0.29353 0.03945 -1.34650 1.7 0.1 -2.2
S 1.54190 0.23722 -2.29912 -0.9 0.5 2.0
C 0.92312 1.69107 -3.21932 0.8 0.7 1.5
C 0.02710 1.16893 -4.26445 0.2 -0.8 -1.3
C 0.89632 0.03878 -4.91279 -0.7 0.1 0.7
C 1.40954 -0.83995 -3.72575 -2.2 -1.0 -1.3
H 1.82411 2.15486 -3.66435 -0.5 0.1 0.3
H 0.41796 2.34298 -2.46382 0.8 -0.4 -0.6
H -0.18066 1.96648 -4.97175 -0.2 0.0 -0.2
H -0.93364 0.80710 -3.84910 0.6 -0.1 -0.3
H 1.79719 0.40009 -5.42510 -0.4 0.4 0.0
H 0.29433 -0.52142 -5.63347 0.3 -0.2 0.2
H 2.24581 -1.45971 -4.13430 -0.4 0.5 1.5
H 0.54621 -1.47523 -3.38008 1.0 0.0 -0.3
```
Forces are in eV/Å.

- HOMO: -0.0834 Ha
- Orbital gap: 3.299 eV
- LUMO energy: 1.03 eV
- Energy above the lowest of the compared OMol25 structures with the same formula, charge and spin: 0.0 kcal/mol
- Maximum force: 3.38 eV Å⁻¹
- Total charge: -1

---

No. 3
DFT (ωB97M-V/def2-TZVPD) results for a 5-piece molecular cluster, C11H28N6O5 overall in a non-equilibrium geometry.

XYZ file:
```
50
Properties=species:S:1:pos:R:3:forces:R:3
C 1.40761 -6.72309 4.69836 1.4 -0.9 0.5
C 1.72849 -6.31158 3.28074 4.4 -0.8 1.3
C 0.47681 -6.30291 2.60297 -0.1 1.4 -0.3
O -0.37779 -5.82696 3.60805 -1.8 0.4 1.2
C 0.26582 -5.82677 4.92488 -1.4 -0.2 -0.3
H 2.27009 -6.63384 5.35883 -0.1 0.4 0.1
H 1.07430 -7.75106 4.84077 0.0 -0.2 -0.5
H 2.51546 -6.88951 2.79619 0.0 -0.3 0.0
H 2.16850 -5.31917 3.37873 -0.1 0.3 -0.2
H 0.31016 -7.31346 2.22998 -0.9 0.2 -0.4
H 0.62386 -5.47069 1.91457 -1.0 -0.6 -1.1
H -0.42914 -6.26619 5.64046 -0.2 0.3 0.0
H 0.52827 -4.82094 5.25281 0.0 0.2 -0.3
C -1.72624 6.29985 -4.52269 -0.7 1.0 -1.4
C -1.11010 5.30745 -3.60072 0.0 -0.6 0.7
C -0.23495 6.17695 -2.72478 -1.4 -0.2 -0.6
O -1.09151 7.30798 -2.52441 0.2 0.8 0.4
C -1.98185 7.58351 -3.68483 2.0 -1.8 1.3
H -2.61826 5.89752 -5.00281 -0.1 0.2 -0.1
H -1.02752 6.59918 -5.30390 0.1 -0.2 -0.2
H -0.59593 4.44546 -4.02581 0.0 0.2 -0.4
H -1.91710 4.92304 -2.97696 0.0 -0.2 0.2
H 0.69026 6.41342 -3.25030 0.2 0.3 0.2
H -0.05400 5.63117 -1.79877 0.2 0.6 0.3
H -1.59063 8.48236 -4.16141 -0.4 0.0 -0.1
H -2.97604 7.71694 -3.25833 0.0 0.0 -0.3
N 1.97407 -0.90228 0.33253 2.1 -2.5 -3.4
C 1.21211 -0.27198 1.15759 -0.2 -3.2 5.6
N 0.96997 0.93858 0.78723 -2.3 4.6 0.3
O 0.95998 -0.85329 2.26771 -0.4 2.2 -1.9
H 2.09998 -1.87574 0.57044 0.0 0.1 -0.5
H 1.84095 -0.61570 -0.62677 0.6 -0.7 -0.2
H 0.46657 1.52285 1.43939 0.0 -0.1 -0.2
H 1.14034 1.34802 -0.12021 0.2 -0.4 0.2
N -3.89773 -2.57717 5.21369 -0.4 -5.1 0.0
C -4.18171 -1.30837 5.26534 -2.6 -0.7 1.8
N -3.09142 -0.69509 4.96788 2.7 4.7 -1.0
O -5.24236 -0.84912 5.65758 -0.4 0.6 -0.6
H -4.62809 -3.27226 5.27306 0.4 0.1 0.2
H -2.95107 -2.82580 4.96447 -0.7 -0.7 -0.1
H -2.24456 -1.21635 4.79125 -0.1 1.1 -0.4
H -3.27822 0.27623 4.76359 1.2 0.1 0.0
N 2.02703 0.86932 -6.68234 -3.2 -1.9 -3.3
C 2.83507 1.39416 -5.83266 -0.3 -1.8 3.6
N 3.67024 2.23377 -6.33695 2.1 1.9 -0.8
O 2.78594 1.03732 -4.66633 0.3 0.4 1.5
H 1.34363 0.23581 -6.29280 0.2 0.0 -0.6
H 2.21973 0.96180 -7.66946 -0.7 -0.4 0.2
H 4.16435 2.71841 -5.60136 0.5 0.6 -1.0
H 3.47662 2.39822 -7.31447 1.1 1.3 0.4
```
Forces are in eV/Å.

- HOMO: -0.3471 Ha
- Orbital gap: 9.633 eV
- LUMO energy: 0.19 eV
- Maximum force: 6.51 eV Å⁻¹
- SMILES: C1CCOC1.C1CCOC1.NC(N)=O.NC(N)=O.NC(N)=O

---

No. 4
DFT (ωB97M-V/def2-TZVPD) results for a 3-piece molecular cluster, C11H29BrO4P2 overall in a non-equilibrium geometry.

XYZ file:
```
47
Properties=species:S:1:pos:R:3:forces:R:3
O 6.05288 -1.39732 2.66256 -0.1 0.1 -0.1
P 4.87679 -2.48978 2.26349 0.2 -0.6 0.3
Br 5.39028 -2.95112 0.15188 0.0 0.2 -0.1
P 3.03508 -1.09664 1.92941 -0.2 0.6 0.0
C 1.48221 -0.04765 1.74422 -0.6 -1.1 -0.7
C 0.41953 -1.02334 1.27893 0.4 0.0 1.3
C -0.51329 -1.64844 2.31318 2.9 0.1 -1.6
O -0.90969 -0.65230 1.40616 -1.2 0.4 -0.3
H 5.69016 -0.79210 3.32246 0.2 0.2 0.0
H 3.05514 -1.37307 0.52477 0.0 -0.1 0.0
H 3.79863 -0.01417 2.48357 0.1 -0.1 0.0
H 2.37048 -1.95178 2.85351 -0.1 -0.1 0.0
H 1.11777 0.35206 2.68632 0.3 0.5 0.1
H 1.57319 0.69179 0.95293 0.4 0.4 0.2
H 0.67820 -1.65389 0.44334 -0.2 -0.1 -0.5
H -0.17516 -1.32256 3.27980 -0.8 -0.2 0.6
H -0.58125 -2.67511 1.99442 -1.2 -0.3 0.6
C -0.13789 5.94125 -0.85188 0.0 0.0 0.1
C 0.73798 4.82035 -1.38507 -0.1 0.0 -0.1
O 1.36877 4.04932 -0.38015 0.2 0.0 0.1
C 0.51045 3.38222 0.52649 -0.2 0.0 0.0
C -0.43602 2.39086 -0.13576 0.0 0.1 0.0
H 0.44303 6.60888 -0.21501 0.0 0.0 0.0
H -0.54926 6.51842 -1.68010 0.0 0.0 0.0
H -0.97484 5.56324 -0.26342 0.0 0.0 -0.1
H 1.55344 5.24227 -1.97203 0.0 0.0 0.0
H 0.16444 4.17606 -2.06142 0.0 0.0 0.0
H -0.04588 4.10675 1.13225 -0.1 0.0 -0.1
H 1.17050 2.85320 1.21267 0.1 0.0 0.0
H -1.12129 2.88208 -0.82748 0.0 0.0 0.0
H -1.03159 1.87290 0.61628 0.0 0.0 0.0
H 0.12814 1.64748 -0.70270 0.0 0.0 0.0
C -2.85484 -4.29999 -2.76705 0.0 0.1 0.0
C -2.29335 -4.02939 -1.38192 -0.1 -0.1 0.0
O -1.41446 -2.92197 -1.31864 0.2 0.0 0.1
C -1.96235 -1.66882 -1.69504 -0.1 0.1 -0.1
C -3.13985 -1.22552 -0.84760 -0.1 -0.1 0.1
H -2.04692 -4.45684 -3.48222 0.0 0.0 0.0
H -3.48192 -5.19148 -2.74690 0.0 0.0 0.0
H -3.46587 -3.47273 -3.12976 -0.1 0.0 0.0
H -1.69872 -4.88349 -1.05715 0.0 0.0 0.0
H -3.10628 -3.91660 -0.65521 0.0 0.0 0.0
H -2.22576 -1.66853 -2.75911 0.0 0.0 0.0
H -1.14482 -0.95710 -1.57542 0.0 0.0 0.0
H -3.99798 -1.89471 -0.93195 0.0 0.0 -0.1
H -3.46711 -0.23087 -1.15281 0.0 0.0 0.0
H -2.84071 -1.19186 0.19715 0.0 0.1 0.0
```
Forces are in eV/Å.

- HOMO: -0.2838 Ha
- Orbital gap: 8.198 eV
- LUMO energy: 0.48 eV
- Maximum force: 3.29 eV Å⁻¹
- SMILES: OP(Br)[PH3]C[C@H]1CO1.CCOCC.CCOCC